Entry from OMol25: an isolated molecule of C3H7NO2 at a distorted geometry (ωB97M-V/def2-TZVPD).

Bonds (Å) are listed after each position.
Positions of all 13 atoms, in Å:
1 C 1.55 -0.80 -0.05  C2 1.532, H7 1.123, H8 1.087, H9 1.079
2 C 0.53 0.30 -0.36  C1 1.532, O3 1.437, C4 1.477, H10 1.104
3 O 1.10 1.52 0.17  C2 1.437, H11 1.021
4 C -0.82 0.04 0.18  C2 1.477, N5 1.278, H12 1.129
5 N -1.82 0.39 -0.53  C4 1.278, O6 1.351
6 O -3.05 0.17 0.01  N5 1.351, H13 1.101
7 H 2.51 -0.44 -0.51  C1 1.123
8 H 1.28 -1.72 -0.56  C1 1.087
9 H 1.76 -1.01 0.99  C1 1.079
10 H 0.48 0.33 -1.46  C2 1.104
11 H 0.36 2.22 0.14  O3 1.021
12 H -1.03 -0.47 1.16  C4 1.129
13 H -2.85 -0.54 0.82  O6 1.101

## Properties
E: -8806.97466 eV
Structure (SMILES): C[C@H](O)/C=N/O